[1]
# C6H28O10

A cluster of 9 separate species, C6H28O10 in total (the ωB97M-V functional and the def2-TZVPD basis, OMol25).

```
44
Properties=species:S:1:pos:R:3
C -1.1891 -2.2047 0.8513
C -0.7164 -1.1542 -0.1772
C 0.4585 -1.7285 -1.0401
C 0.1971 -1.5704 -2.5340
C -0.0560 -0.2108 -3.1491
C 1.1352 0.7146 -2.8028
O 1.3314 1.1110 -1.6649
O 2.2051 0.5753 -3.6061
H -0.3938 -2.7995 1.2768
H -1.9591 -2.9124 0.4544
H -1.8428 -1.8036 1.6037
H -0.2666 -0.2245 0.1660
H -1.4851 -0.9882 -0.9092
H 1.3623 -1.1247 -0.8860
H 0.5860 -2.7527 -0.7696
H 0.9456 -2.0974 -3.1733
H -0.7336 -2.1028 -2.6841
H -0.9638 0.3222 -2.9088
H 0.0073 -0.2075 -4.2748
H 3.0582 0.7145 -3.1762
O -1.9951 1.9311 2.7271
H -2.7202 1.4238 3.1155
H -1.7903 1.8546 1.7907
O 1.3480 1.1634 1.5004
H 2.1960 1.6083 1.6072
H 1.2663 1.2317 0.5358
O 1.1834 3.5847 -0.2638
H 1.2588 3.1208 -1.1095
H 2.0577 3.9645 -0.1485
O -0.5578 -0.1337 3.8707
H -0.8174 0.7300 3.4934
H -0.0891 0.0161 4.7058
O -2.9547 1.1001 -1.3479
H -2.4246 1.5802 -0.6829
H -3.8397 1.4620 -1.2969
O 1.1498 -1.3757 2.3800
H 0.8449 -0.5998 1.8602
H 1.3001 -0.8114 3.1443
O 2.2111 -3.9701 1.1422
H 2.1739 -3.2430 1.7695
H 1.8627 -3.7727 0.2723
O -1.3330 2.9077 0.1359
H -0.6640 3.0218 -0.5438
H -1.3473 3.6497 0.7463
```

Values from the calculation:
HOMO ... -9.77 eV
Relative energy (zero: lowest compared OMol25 entry of this formula, charge and spin) ... 3.162 eV
E_tot ... -27150.8001 eV
2S+1 ... 1
LUMO level ... 0.0003 eV
SMILES string ... CCCCCC(=O)O.O.O.O.O.O.O.O.O
Frontier orbital gap ... 9.8 eV

[2]
# C5H10O

A structure of composition C5H10O (the ωB97M-V functional and the def2-TZVPD basis, OMol25).

```
16
Properties=species:S:1:pos:R:3
C -2.2628 0.1189 -0.3681
C -0.4279 -0.0551 0.8869
C 0.4029 -1.0590 0.1071
C 1.5611 -0.0449 0.3122
O 2.4660 0.1556 -0.7457
C 0.4959 1.0601 0.4218
H -2.5567 -0.8942 -0.6486
H -1.6974 0.6051 -1.1591
H -3.1296 0.7226 -0.0826
H -1.7105 0.0081 0.7416
H 0.2092 -1.0855 -0.9739
H 0.4815 -2.0796 0.4974
H 2.0857 -0.2069 1.2619
H 3.0954 -0.5764 -0.7430
H 0.6612 1.9086 1.0926
H 0.3260 1.4227 -0.6006
```

Values from the calculation:
HOMO ... -7.90 eV
Relative energy (zero: lowest compared OMol25 entry of this formula, charge and spin) ... 5.125 eV
E_tot ... -7389.6407 eV
2S+1 ... 1
LUMO level ... 0.8311 eV
Frontier orbital gap ... 8.7 eV

[3]
# C18H34N2O3

A cluster of 2 separate species, C18H34N2O3 in total (the ωB97M-V functional and the def2-TZVPD basis, OMol25).

```
57
Properties=species:S:1:pos:R:3
C -4.2429 -4.2940 3.4379
O -2.8968 -4.1733 2.7858
C -2.5946 -2.7329 2.7953
C -1.1287 -2.3708 2.0781
C -0.9237 -0.7247 2.1673
C 0.1208 -0.2474 3.3391
C -0.5942 0.9227 4.2621
C -1.0291 2.2330 3.3741
C -2.6835 2.3178 3.1533
O -3.1798 2.5204 1.9219
O 0.4221 1.4126 5.2518
C -0.3076 2.0545 6.3943
N -1.2190 2.5799 7.1797
H -4.9623 -5.0182 2.8646
H -4.0740 -4.6904 4.5437
H -4.7152 -3.2059 3.5666
H -2.6341 -2.2301 3.8605
H -3.4161 -2.1645 2.1418
H -0.2294 -2.9309 2.5745
H -1.2507 -2.7256 0.9482
H -0.6423 -0.2431 1.1241
H -1.9820 -0.2908 2.4531
H 0.3961 -1.2079 3.9650
H 1.1410 0.1770 2.9207
H -0.4736 2.2018 2.3272
H -0.7283 3.2718 3.8767
H -3.4670 2.1646 4.0173
C 2.6903 1.5007 -5.4646
C 2.4935 0.0065 -5.2728
C 1.2468 -0.4407 -4.4994
N 1.1379 -0.0141 -3.0050
C 0.4829 1.3767 -2.9143
C 0.4859 1.9370 -1.4958
C 1.8769 1.9191 -0.8834
C 2.4499 0.5097 -0.8906
C 2.5026 -0.0583 -2.3031
C 0.1947 -1.0464 -2.3474
H 2.9481 2.0076 -4.5333
H 3.5200 1.6779 -6.1570
H 1.7955 1.9669 -5.8881
H 3.3969 -0.4329 -4.8349
H 2.4189 -0.4376 -6.2742
H 1.2356 -1.5378 -4.5091
H 0.3319 -0.0976 -4.9972
H 1.0309 2.0507 -3.5730
H -0.5414 1.2856 -3.2932
H 0.1132 2.9672 -1.5200
H -0.2085 1.3772 -0.8588
H 1.8376 2.3009 0.1428
H 2.5369 2.5897 -1.4487
H 1.8647 -0.1385 -0.2304
H 3.4654 0.5323 -0.4779
H 2.8456 -1.0988 -2.3064
H 3.2018 0.5460 -2.8832
H 0.6714 -2.0303 -2.3987
H -0.7489 -1.0496 -2.9016
H 0.0181 -0.7748 -1.3057
```

Values from the calculation:
HOMO ... -4.66 eV
E_tot ... -28327.9231 eV
2S+1 ... 1
LUMO level ... -0.6432 eV
Frontier orbital gap ... 4.0 eV

[4]
# C19H32ClF5N2OsSeSi2

A structure of composition C19H32ClF5N2OsSeSi2 (the ωB97M-V functional and the def2-TZVPD basis, OMol25).

```
63
Properties=species:S:1:pos:R:3
Os -0.8885 0.3944 -0.0294
C -0.0305 -0.1558 4.2974
C -0.0866 -0.3846 2.7764
N -0.6103 0.8217 2.0572
C -1.9123 1.2027 2.7042
C -1.7247 1.6129 4.1768
N -0.3187 1.2864 4.5751
C 0.6189 2.1590 3.7981
C 0.3503 1.9459 2.2949
H 0.9513 -0.3861 4.7056
H -0.7763 -0.7456 4.8268
H -0.7379 -1.2255 2.5504
H 0.9032 -0.5918 2.3727
H -2.5707 0.3386 2.6405
H -2.3494 2.0169 2.1355
H -2.3995 1.0671 4.8327
H -1.8703 2.6797 4.3325
H -0.1990 1.4641 5.5733
H 1.6339 1.8843 4.0779
H 0.4401 3.1897 4.0963
H 1.2857 1.7152 1.7984
H -0.0689 2.8341 1.8290
F -2.7916 -4.7570 -4.3382
C -2.7536 -3.9737 -3.2855
C -2.7234 -4.5306 -2.0125
F -2.7316 -5.8423 -1.8669
C -2.6720 -3.7031 -0.9051
F -2.6273 -4.2482 0.3040
C -2.6519 -2.3216 -1.0545
Se -2.6520 -1.1811 0.4458
C -2.6963 -1.7865 -2.3377
F -2.7037 -0.4531 -2.4904
C -2.7386 -2.5924 -3.4552
F -2.7637 -2.0692 -4.6680
Cl -1.8564 2.3848 -0.3414
C 3.1580 1.7395 -2.2977
Si 1.4360 2.0720 -1.6560
C 0.2229 2.1818 -3.0731
C 1.4868 3.6257 -0.6214
C 1.0793 0.5359 -0.4914
Si 1.5189 -1.1252 -1.3539
C 0.6969 -1.2164 -3.0218
C 3.3236 -1.5553 -1.4132
C 0.7006 -2.2815 -0.1126
H 3.5578 2.6739 -2.7022
H 3.1628 1.0101 -3.1092
H 3.8475 1.4009 -1.5223
H 0.1048 3.2295 -3.3606
H -0.7794 1.8054 -2.8673
H 0.6040 1.6471 -3.9442
H 1.7382 4.4624 -1.2789
H 2.2728 3.5770 0.1370
H 0.5387 3.8773 -0.1464
H 1.7727 0.5998 0.3625
H 1.3454 -0.7774 -3.7837
H -0.2569 -0.6908 -3.0806
H 0.5186 -2.2550 -3.3141
H 3.8087 -1.1751 -2.3118
H 3.4193 -2.6443 -1.4187
H 3.8762 -1.1812 -0.5491
H -0.2670 -1.9127 0.2489
H 1.3330 -2.3916 0.7741
H 0.5016 -3.2811 -0.5085
```

Values from the calculation:
HOMO ... -14.28 eV
Relative energy (zero: lowest compared OMol25 entry of this formula, charge and spin) ... 0.889 eV
Total charge ... +2
E_tot ... -132865.8208 eV
2S+1 ... 1
LUMO level ... -7.6525 eV
Frontier orbital gap ... 6.6 eV